Here is C2H7O3P in the gas phase from the OMol25 dataset. Energies are from ωB97M-V/def2-TZVPD.

Its energy relative to the best compared isomer or geometry (same formula, charge and spin) is 2.546 eV. As for the HOMO energy (spin up / spin down): -4.6 / -11.0 eV. Its spin multiplicity is 3. Its lowest unoccupied orbital energy (spin up / spin down) is 0.910 / -2.020 eV.

Bonds (Å) are listed after each position.
Geometry (Å):
1 C -0.59186 2.16073 -0.26053  O4 1.442, H7 1.100, H8 1.202, H9 1.086
2 C -0.29448 -2.09276 -0.19886  O5 1.432, H10 1.082, H11 1.214, H12 1.062
3 O 2.51934 -0.62249 0.14279  P6 1.769
4 O 0.65504 1.44106 -0.18046  C1 1.442, P6 1.562
5 O -0.45269 -0.67663 -0.05344  C2 1.432, P6 1.621
6 P 0.90869 0.03856 0.45821  O3 1.769, O4 1.562, O5 1.621, H13 1.301
7 H -1.34780 1.62901 -0.85625  C1 1.100
8 H -0.38425 3.23672 -0.75488  C1 1.202
9 H -1.02564 2.26504 0.72987  C1 1.086
10 H 0.08890 -2.56109 0.69800  C2 1.082
11 H 0.43255 -2.31134 -1.14577  C2 1.214
12 H -1.26274 -2.50889 -0.32870  C2 1.062
13 H 0.75495 0.00209 1.75003  P6 1.301

***

Here is 2 unconnected molecules or ions with the total composition C2H7O3PS from the OMol25 dataset. Energies are from ωB97M-V/def2-TZVPD.

Its energy relative to the best compared isomer or geometry (same formula, charge and spin) is 3.475 eV. As for the HOMO energy: -7.9 eV. Its spin multiplicity is 1. Its lowest unoccupied orbital energy is 0.628 eV.

Bonds (Å) are listed after each position.
Geometry (Å):
1 C -1.31467 1.44234 -1.11832  S7 1.808, H8 1.075, H9 1.134, H10 1.060
2 C 1.11464 -2.54481 0.55230  O5 1.191, H11 1.198, H12 1.123
3 O -1.06223 -0.84717 -0.02865  S7 1.432
4 O 1.06614 0.58037 -0.72904  S7 1.671, H13 0.985
5 O 1.86695 -1.64066 0.36568  C2 1.191
6 P -0.30479 1.01096 2.02631  S7 2.059, H14 1.474
7 S -0.39926 0.41876 0.05707  C1 1.808, O3 1.432, O4 1.671, P6 2.059
8 H -2.27084 0.98403 -1.29345  C1 1.075
9 H -1.35162 2.43012 -0.56184  C1 1.134
10 H -0.66580 1.58972 -1.94385  C1 1.060
11 H 1.16236 -3.04126 1.64190  C2 1.198
12 H 0.32624 -2.69582 -0.23299  C2 1.123
13 H 1.70752 -0.02871 -0.29660  O4 0.985
14 H 0.12538 2.34213 1.56147  P6 1.474

***

Here is 2 unconnected molecules or ions with the total composition C2H7OPS2 from the OMol25 dataset. Energies are from ωB97M-V/def2-TZVPD.

Its energy relative to the best compared isomer or geometry (same formula, charge and spin) is 2.053 eV. As for the HOMO energy: -9.2 eV. Its spin multiplicity is 1. Its lowest unoccupied orbital energy is 0.567 eV.

Bonds (Å) are listed after each position.
Geometry (Å):
1 C -0.74873 -1.10134 1.69614  C2 1.276, H7 1.059, H9 1.087
2 C -0.93095 0.16109 1.73744  C1 1.276, H10 1.153, H11 1.082
3 O -0.72894 -0.07844 -1.74294  P4 1.626, H12 1.074
4 P 0.45649 0.68955 -0.93718  O3 1.626, S5 2.106, S6 2.117
5 S 1.52888 1.56959 -2.52170  P4 2.106, H8 1.292
6 S 1.75794 -0.94644 -0.60072  P4 2.117, H13 1.259
7 H -1.48538 -1.78791 1.36832  C1 1.059
8 H 1.04943 2.76871 -2.47449  S5 1.292
9 H 0.12474 -1.53916 2.17320  C1 1.087
10 H -0.28688 1.07638 2.01325  C2 1.153
11 H -1.87542 0.42123 1.27692  C2 1.082
12 H -0.48224 -0.73444 -2.55635  O3 1.074
13 H 1.62107 -0.49884 0.56809  S6 1.259

***

- Which value of energy relative to the best compared isomer or geometry (same formula, charge and spin) does entry 2 give?
  3.475 eV

***

- Among the records above, which one has the lowest energy relative to the best compared isomer or geometry (same formula, charge and spin)?
  C2H7OPS2

***

- Which formula does entry 1 have?
  C2H7O3P

***

- Which value of spin multiplicity does entry 1 give?
  3